Record 1
One molecule with the formula C3H5NS at a distorted geometry, computed with wB97M-V/def2-TZVPD.

Output
- gap between HOMO and LUMO (eV) = 8.9
- SMILES = S=CN1CC1
- relative energy (zero: lowest compared OMol25 entry of this formula, charge and spin) (eV) = 1.573
- HOMO (Ha) = -0.311
- energy (eV) = -15515.2993
- multiplicity = 1

```
10
Properties=species:S:1:pos:R:3:forces:R:3
S 2.6855 0.2502 -0.0045 -0.4 -1.1 -0.1
C 1.3609 -0.7406 -0.1590 0.5 0.0 0.8
N 0.1697 -0.2210 -0.4679 -1.8 0.3 -0.5
C -0.4293 1.0071 -0.0566 -0.3 0.0 0.6
C -1.1720 -0.2882 0.1948 0.6 -0.6 -2.5
H 1.3102 -1.8658 0.0236 0.4 1.5 -0.4
H 0.0734 1.5396 0.7309 0.2 -0.1 0.5
H -0.8890 1.7096 -0.7530 0.3 -0.5 -0.3
H -1.1454 -0.8958 1.0836 -0.4 0.5 0.5
H -1.9640 -0.4950 -0.5918 0.8 0.1 1.4
```
Positions in Å, forces in eV/Å.

Record 2
C16H31F3P2Pd as an isolated structure at a distorted geometry, computed with wB97M-V/def2-TZVPD.

Output
- gap between HOMO and LUMO (spin up / spin down) (eV) = 7.1 / 6.3
- relative energy (zero: lowest compared OMol25 entry of this formula, charge and spin) (eV) = 0.160
- HOMO (spin up / spin down) (Ha) = -0.238 / -0.264
- energy (eV) = -47300.7794
- multiplicity = 3

```
53
Properties=species:S:1:pos:R:3:forces:R:3
P 0.6102 0.2917 -1.1164 -0.7 -1.6 -2.7
P 1.7893 3.1448 -1.0909 -0.7 0.3 -1.6
C 0.6336 1.2226 -2.7150 0.1 -0.2 0.1
C 1.8280 2.1946 -2.6882 0.1 0.5 -0.2
H -0.3330 1.7477 -2.7303 0.3 0.1 -0.1
H 0.6349 0.5318 -3.5665 0.2 0.2 0.0
H 2.7907 1.6725 -2.7557 -0.2 -0.1 0.1
H 1.8118 2.9164 -3.4997 -0.2 0.0 -0.4
C 0.2017 4.0350 -1.2291 0.0 0.3 -0.1
H 0.2980 4.9080 -0.5725 -0.3 -0.2 -0.1
H -0.6372 3.4161 -0.8912 0.3 0.3 -0.1
H 0.0492 4.3683 -2.2612 -0.1 0.1 0.1
C 2.9594 4.5281 -1.1457 0.5 0.3 0.2
H 2.4129 5.4659 -0.9598 0.2 -0.4 0.0
H 3.4427 4.6024 -2.1188 0.1 0.0 0.0
H 3.7242 4.4117 -0.3661 -0.2 0.0 -0.3
C -0.8909 -0.7401 -1.2240 -0.1 0.1 0.3
H -0.7556 -1.5734 -0.5152 -0.2 0.5 -0.4
H -1.0584 -1.1736 -2.2141 0.2 0.1 -0.1
H -1.7838 -0.1754 -0.9225 0.4 -0.2 -0.2
C 1.9301 -0.9890 -1.2558 0.0 -0.1 -0.2
H 2.7807 -0.6359 -0.6654 0.0 -0.3 -0.2
H 2.2345 -1.1606 -2.2964 -0.1 0.0 0.2
H 1.5581 -1.9268 -0.8205 0.2 0.3 -0.2
Pd 1.4046 1.6133 0.3396 -0.3 0.1 4.4
C -2.6331 -1.2732 1.2598 -1.1 0.0 -0.6
C -3.4492 -1.9314 0.4195 -0.1 0.4 0.2
C -3.6649 -3.4200 0.2630 -0.1 -0.1 0.4
C -2.5840 -4.3283 0.8741 -0.3 0.0 -0.2
C -1.2110 -4.0987 0.3220 0.8 0.1 0.0
C -0.2538 -3.3147 0.8441 -0.4 -0.6 -0.3
C -0.3987 -2.3434 1.9905 0.3 -0.1 0.3
C -1.8159 -1.8466 2.3717 0.6 0.2 0.4
C 2.6986 0.7603 1.7830 1.1 0.1 0.9
H -2.5986 -0.1711 1.1868 -0.1 -0.6 0.0
H -4.1034 -1.3330 -0.2327 0.5 -0.1 0.1
H -3.7854 -3.6730 -0.8088 0.0 0.2 0.4
H -4.6075 -3.6942 0.7672 0.0 0.1 -0.3
H -2.6039 -4.2476 1.9671 0.1 -0.2 -0.4
H -2.8608 -5.3584 0.6074 0.0 0.2 0.3
H -0.9918 -4.6840 -0.5848 0.2 0.2 0.5
H 0.7581 -3.3990 0.4213 -0.5 0.2 0.1
H 0.2537 -1.4729 1.7874 -0.3 -0.2 0.0
H 0.0219 -2.8232 2.8883 0.1 0.2 -0.1
H -2.3600 -2.6393 2.9005 0.2 0.4 -0.1
H -1.6623 -1.0129 3.0816 -0.1 -0.5 -0.1
H 3.1422 1.5881 2.3624 -0.1 -0.6 -0.1
H 3.4808 0.1888 1.2518 -0.3 0.3 0.2
H 2.1467 0.0866 2.4595 0.0 0.3 -0.3
F 0.0055 1.8911 2.9184 -0.2 0.6 0.4
C 0.5199 2.7476 1.9923 1.1 -0.8 -1.1
F -0.5098 3.5486 1.5747 0.0 0.1 0.6
F 1.4306 3.5578 2.6131 -0.7 0.2 0.5
```
Positions in Å, forces in eV/Å.

Record 3
One molecule with the formula C2H2ClN3O at a distorted geometry, computed with wB97M-V/def2-TZVPD.

Output
- gap between HOMO and LUMO (eV) = 10.3
- SMILES = Oc1n[nH]nc1Cl
- relative energy (zero: lowest compared OMol25 entry of this formula, charge and spin) (eV) = 0.148
- HOMO (Ha) = -0.353
- energy (eV) = -21145.5008
- multiplicity = 1

```
9
Properties=species:S:1:pos:R:3:forces:R:3
O 1.7411 -0.6355 -0.9979 -0.8 -0.5 -0.1
C 0.4646 -0.6227 -0.5604 -0.9 -0.7 -0.1
N -0.4116 -1.5733 -0.8909 1.1 -0.2 -0.5
N -1.5359 -1.2057 -0.3314 0.6 1.2 0.3
N -1.5142 -0.0799 0.3611 0.9 -0.1 0.3
C -0.2332 0.2738 0.2543 0.4 1.4 0.4
Cl 0.5306 1.7023 0.9837 -0.9 -1.1 -0.5
H 2.2305 0.0305 -0.5240 0.3 0.5 0.3
H -2.3374 -1.7793 -0.3508 -0.8 -0.5 -0.1
```
Positions in Å, forces in eV/Å.

Copy entry 2 word for word.
C16H31F3P2Pd as an isolated structure at a distorted geometry, computed with wB97M-V/def2-TZVPD.

Output
- gap between HOMO and LUMO (spin up / spin down) (eV) = 7.1 / 6.3
- relative energy (zero: lowest compared OMol25 entry of this formula, charge and spin) (eV) = 0.160
- HOMO (spin up / spin down) (Ha) = -0.238 / -0.264
- energy (eV) = -47300.7794
- multiplicity = 3

```
53
Properties=species:S:1:pos:R:3:forces:R:3
P 0.6102 0.2917 -1.1164 -0.7 -1.6 -2.7
P 1.7893 3.1448 -1.0909 -0.7 0.3 -1.6
C 0.6336 1.2226 -2.7150 0.1 -0.2 0.1
C 1.8280 2.1946 -2.6882 0.1 0.5 -0.2
H -0.3330 1.7477 -2.7303 0.3 0.1 -0.1
H 0.6349 0.5318 -3.5665 0.2 0.2 0.0
H 2.7907 1.6725 -2.7557 -0.2 -0.1 0.1
H 1.8118 2.9164 -3.4997 -0.2 0.0 -0.4
C 0.2017 4.0350 -1.2291 0.0 0.3 -0.1
H 0.2980 4.9080 -0.5725 -0.3 -0.2 -0.1
H -0.6372 3.4161 -0.8912 0.3 0.3 -0.1
H 0.0492 4.3683 -2.2612 -0.1 0.1 0.1
C 2.9594 4.5281 -1.1457 0.5 0.3 0.2
H 2.4129 5.4659 -0.9598 0.2 -0.4 0.0
H 3.4427 4.6024 -2.1188 0.1 0.0 0.0
H 3.7242 4.4117 -0.3661 -0.2 0.0 -0.3
C -0.8909 -0.7401 -1.2240 -0.1 0.1 0.3
H -0.7556 -1.5734 -0.5152 -0.2 0.5 -0.4
H -1.0584 -1.1736 -2.2141 0.2 0.1 -0.1
H -1.7838 -0.1754 -0.9225 0.4 -0.2 -0.2
C 1.9301 -0.9890 -1.2558 0.0 -0.1 -0.2
H 2.7807 -0.6359 -0.6654 0.0 -0.3 -0.2
H 2.2345 -1.1606 -2.2964 -0.1 0.0 0.2
H 1.5581 -1.9268 -0.8205 0.2 0.3 -0.2
Pd 1.4046 1.6133 0.3396 -0.3 0.1 4.4
C -2.6331 -1.2732 1.2598 -1.1 0.0 -0.6
C -3.4492 -1.9314 0.4195 -0.1 0.4 0.2
C -3.6649 -3.4200 0.2630 -0.1 -0.1 0.4
C -2.5840 -4.3283 0.8741 -0.3 0.0 -0.2
C -1.2110 -4.0987 0.3220 0.8 0.1 0.0
C -0.2538 -3.3147 0.8441 -0.4 -0.6 -0.3
C -0.3987 -2.3434 1.9905 0.3 -0.1 0.3
C -1.8159 -1.8466 2.3717 0.6 0.2 0.4
C 2.6986 0.7603 1.7830 1.1 0.1 0.9
H -2.5986 -0.1711 1.1868 -0.1 -0.6 0.0
H -4.1034 -1.3330 -0.2327 0.5 -0.1 0.1
H -3.7854 -3.6730 -0.8088 0.0 0.2 0.4
H -4.6075 -3.6942 0.7672 0.0 0.1 -0.3
H -2.6039 -4.2476 1.9671 0.1 -0.2 -0.4
H -2.8608 -5.3584 0.6074 0.0 0.2 0.3
H -0.9918 -4.6840 -0.5848 0.2 0.2 0.5
H 0.7581 -3.3990 0.4213 -0.5 0.2 0.1
H 0.2537 -1.4729 1.7874 -0.3 -0.2 0.0
H 0.0219 -2.8232 2.8883 0.1 0.2 -0.1
H -2.3600 -2.6393 2.9005 0.2 0.4 -0.1
H -1.6623 -1.0129 3.0816 -0.1 -0.5 -0.1
H 3.1422 1.5881 2.3624 -0.1 -0.6 -0.1
H 3.4808 0.1888 1.2518 -0.3 0.3 0.2
H 2.1467 0.0866 2.4595 0.0 0.3 -0.3
F 0.0055 1.8911 2.9184 -0.2 0.6 0.4
C 0.5199 2.7476 1.9923 1.1 -0.8 -1.1
F -0.5098 3.5486 1.5747 0.0 0.1 0.6
F 1.4306 3.5578 2.6131 -0.7 0.2 0.5
```
Positions in Å, forces in eV/Å.